1.
Entry from OMol25: a molecular structure, C5H12OSi at a distorted geometry (ωB97M-V/def2-TZVPD).

Structure (XYZ):
```
19
Properties=species:S:1:pos:R:3:forces:R:3
C -1.808 0.067 0.093 -3.009 -3.193 -2.204
C -0.739 0.482 0.681 4.452 -0.650 0.916
C -3.113 0.810 -0.243 2.662 0.611 -2.216
C 2.257 1.600 -0.277 1.366 0.654 -1.987
C 1.087 -2.368 -0.252 0.516 -0.802 1.282
O 2.371 0.251 0.106 0.051 -0.508 0.756
Si 1.250 -0.800 0.734 -2.363 2.200 0.707
H -1.855 -1.034 -0.248 0.189 1.556 0.479
H -0.658 1.517 1.010 0.019 -0.040 0.099
H -3.425 0.738 -1.324 0.881 -0.197 0.695
H -2.860 1.859 -0.114 -0.820 0.285 0.544
H -3.950 0.409 0.214 -1.555 -0.347 1.701
H 2.593 1.649 -1.380 -0.436 0.146 1.636
H 2.857 2.382 0.286 -0.338 -1.446 -0.200
H 1.244 1.917 -0.248 -1.000 0.294 0.019
H 0.366 -3.064 0.166 -0.392 0.183 0.593
H 0.772 -2.312 -1.258 0.069 0.510 -1.325
H 2.014 -2.961 -0.152 -0.060 0.479 -0.350
H 1.597 -1.143 2.206 -0.232 0.265 -1.146
```
Positions in Å, forces in eV/Å.

Results
Highest occupied orbital energy, eV: -9.17
Kohn-Sham gap, eV: 10.155
LUMO level, Ha: 0.036
Strongest force on any atom, hartree/bohr: 0.095
2S+1: 1
Molecular weight, g mol⁻¹: 116.24
Energy, Ha: -562.3823

=====

2.
Entry from OMol25: a molecular structure, C16H48N4O6 at a distorted geometry (ωB97M-V/def2-TZVPD).

Structure (XYZ):
```
74
Properties=species:S:1:pos:R:3:forces:R:3
O -2.426 -0.943 2.434 -10.072 -0.768 6.392
H -2.401 -1.867 2.694 0.036 -0.086 0.307
H -2.162 -0.358 3.148 0.721 -0.330 0.741
H -1.903 -0.759 1.651 -0.140 1.409 -0.833
O -1.256 -0.953 0.774 7.802 2.517 -9.204
H -0.319 -0.793 0.548 -0.368 0.347 0.114
C 1.891 -2.704 -1.903 0.989 -0.258 0.679
C 1.193 -2.095 -0.665 -1.565 -1.329 -1.676
C 1.728 -0.741 -0.215 0.910 -2.849 -0.821
O 2.896 -1.047 0.583 -0.447 1.926 -1.839
C 3.669 0.100 0.967 0.440 -0.522 -1.136
N -0.244 -2.050 -1.051 2.684 -5.305 0.729
H 1.819 -2.152 -2.840 -0.439 0.512 0.190
H 1.491 -3.690 -2.142 -0.094 0.019 0.318
H 2.966 -2.803 -1.748 0.188 -0.145 0.148
H 1.179 -2.791 0.175 0.829 -0.139 0.175
H 0.942 -0.325 0.416 0.692 0.659 -0.491
H 1.829 -0.081 -1.076 0.964 -0.877 0.888
H 4.644 -0.251 1.306 -0.080 -0.120 -0.026
H 3.221 0.662 1.787 -0.130 0.249 -0.306
H 3.865 0.676 0.062 -0.159 0.437 0.227
H -0.341 -1.359 -1.781 -0.343 -2.712 -0.528
H -0.739 -1.641 -0.271 -0.204 -2.769 -2.767
C -0.342 0.696 -4.011 -0.235 -0.475 -0.904
C 0.396 0.568 -2.718 -0.065 -0.592 1.977
C 1.011 1.852 -2.170 0.930 -0.172 0.130
O 1.756 1.659 -0.894 -1.152 1.625 -1.404
C 2.362 2.871 -0.449 -1.032 -0.130 -0.015
N -0.557 -0.068 -1.722 0.073 7.415 -2.182
H -0.637 -0.316 -4.289 -0.023 -0.134 -0.026
H 0.293 1.035 -4.830 -0.084 0.366 0.076
H -1.286 1.237 -3.942 0.711 0.197 -0.574
H 1.196 -0.151 -2.897 0.023 -0.119 0.085
H 0.156 2.525 -2.111 1.277 0.395 0.484
H 1.720 2.222 -2.911 0.128 0.254 -0.055
H 3.208 3.116 -1.091 -0.081 0.414 0.026
H 2.669 2.796 0.594 0.307 -0.542 -0.173
H 1.560 3.607 -0.398 0.308 0.649 -0.455
H -1.310 0.580 -1.542 0.371 -0.112 -0.547
H -0.143 -0.161 -0.806 0.180 1.145 -1.212
C 0.325 1.508 2.284 0.162 -1.045 0.499
C 0.797 0.061 2.576 -0.801 0.217 1.157
C 1.623 -0.111 3.887 0.566 -0.532 -1.911
O 2.076 -1.469 3.979 0.343 0.491 0.508
C 3.095 -1.829 3.014 -1.039 -0.564 0.709
N -0.433 -0.780 2.616 8.405 2.023 8.053
H 1.166 2.125 1.967 -0.182 0.224 0.243
H -0.205 1.889 3.157 0.130 0.360 0.010
H -0.394 1.447 1.467 0.012 0.280 -0.156
H 1.357 -0.195 1.677 0.614 0.004 1.945
H 1.088 0.181 4.791 -0.301 -0.385 -0.112
H 2.502 0.530 3.822 0.260 0.303 0.107
H 2.604 -2.019 2.059 0.389 -0.446 0.760
H 3.605 -2.720 3.380 -0.176 -0.009 0.168
H 3.850 -1.065 2.832 -0.213 0.016 0.683
H -0.786 -0.784 1.670 3.338 0.854 4.942
H -0.145 -1.743 2.721 0.449 -0.414 0.637
C -4.935 -0.360 -0.959 -0.188 0.631 -0.641
C -3.429 -0.271 -0.779 -1.133 -0.101 0.572
C -2.909 1.047 -0.204 -0.127 0.420 -0.381
O -3.120 2.221 -1.012 0.902 -0.156 -0.393
C -2.159 2.381 -2.099 -2.063 0.405 0.941
N -3.158 -1.347 0.139 -4.802 -1.696 -1.241
H -5.453 -0.300 -0.002 0.161 0.216 0.227
H -5.164 -1.357 -1.335 -0.063 0.161 -0.330
H -5.337 0.435 -1.587 -0.111 -0.145 -0.238
H -2.881 -0.419 -1.709 -0.445 -0.398 -0.284
H -1.843 0.870 -0.057 -0.243 0.744 0.390
H -3.350 1.218 0.778 -0.220 0.255 -0.003
H -2.081 1.456 -2.671 -0.595 0.698 0.212
H -1.164 2.708 -1.797 -0.907 -0.078 0.632
H -2.567 3.193 -2.701 -0.074 -0.189 -0.227
H -3.890 -1.413 0.831 -0.614 0.067 -0.452
H -2.273 -1.189 0.600 -5.284 -2.255 -3.543
```
Positions in Å, forces in eV/Å.

Results
Highest occupied orbital energy, eV: -7.11
Kohn-Sham gap, eV: 7.430
LUMO level, Ha: 0.012
Strongest force on any atom, hartree/bohr: 0.240
2S+1: 1
Molecular weight, g mol⁻¹: 392.58
Energy, Ha: -1308.0497

=====

3.
Entry from OMol25: a molecular structure, C33H25AgGeN4O2S (ωB97M-V/def2-TZVPD).

Structure (XYZ):
```
67
Properties=species:S:1:pos:R:3:forces:R:3
Ag 2.043 0.465 1.179 0.058 0.074 0.037
S 5.063 -6.645 -0.287 0.000 0.000 0.006
N 3.536 -6.220 0.019 0.000 -0.001 -0.003
C 3.538 -4.914 0.228 0.002 -0.002 0.000
C 2.375 -4.103 0.534 0.000 0.001 0.008
C 1.087 -4.630 0.643 0.002 -0.003 -0.008
C 0.043 -3.782 0.930 -0.007 0.008 -0.001
C 0.313 -2.424 1.098 -0.001 0.003 0.001
N 1.531 -1.918 0.996 -0.027 0.010 -0.007
C 2.557 -2.729 0.722 -0.009 -0.005 -0.010
C 3.904 -2.119 0.617 0.009 0.004 -0.010
N 4.012 -0.798 0.813 -0.027 -0.024 -0.032
C 5.203 -0.228 0.717 -0.002 0.007 0.006
C 6.365 -0.938 0.422 0.002 0.002 0.003
C 6.271 -2.295 0.222 0.001 0.000 -0.001
C 5.022 -2.906 0.318 -0.001 0.000 0.005
C 4.827 -4.330 0.121 -0.003 0.004 0.000
N 5.777 -5.203 -0.167 -0.001 -0.003 -0.003
H 0.937 -5.692 0.498 0.000 0.000 0.002
H -0.973 -4.139 1.023 -0.002 -0.004 0.000
H -0.484 -1.723 1.323 -0.011 0.015 0.009
H 5.232 0.843 0.882 0.001 -0.001 -0.001
H 7.312 -0.421 0.357 0.000 0.000 0.000
H 7.139 -2.899 -0.009 0.000 0.000 0.000
O 0.128 1.568 2.028 -0.022 -0.018 -0.036
C 0.632 2.685 1.710 -0.079 -0.049 -0.020
O 1.834 2.845 1.402 -0.021 -0.024 -0.015
C -0.327 3.865 1.641 0.006 0.011 0.004
C -1.784 3.432 1.456 0.026 -0.008 0.005
Ge -2.037 2.025 0.104 0.015 0.008 0.000
C -0.466 1.750 -1.033 0.004 -0.027 0.015
C 0.160 2.822 -1.665 0.014 0.018 0.001
C 1.318 2.639 -2.410 -0.009 0.009 0.001
C 1.867 1.373 -2.541 -0.003 -0.021 0.007
C 1.245 0.288 -1.936 -0.010 0.009 0.013
C 0.088 0.480 -1.191 0.022 -0.002 0.011
C -3.493 2.568 -1.100 0.003 0.003 -0.009
C -4.683 3.072 -0.575 -0.002 -0.001 0.000
C -5.737 3.435 -1.402 0.000 -0.001 0.002
C -5.617 3.297 -2.778 0.000 -0.001 0.002
C -4.442 2.797 -3.319 -0.001 0.000 0.001
C -3.390 2.437 -2.484 0.002 0.001 -0.001
C -2.597 0.296 0.842 0.003 0.009 0.009
C -3.176 -0.646 -0.009 0.000 -0.005 0.004
C -3.589 -1.885 0.465 0.000 0.006 -0.004
C -3.449 -2.191 1.812 0.007 -0.004 0.000
C -2.884 -1.260 2.674 0.015 -0.007 -0.002
C -2.451 -0.031 2.190 0.010 0.003 -0.012
H 0.009 4.514 0.831 -0.002 -0.003 -0.004
H -0.211 4.443 2.562 0.008 0.008 -0.001
H -2.405 4.289 1.185 0.001 0.001 0.001
H -2.175 3.035 2.394 0.003 -0.007 0.001
H -0.251 3.822 -1.570 0.003 -0.001 0.000
H 1.797 3.489 -2.879 -0.001 0.002 0.000
H 2.773 1.230 -3.118 0.001 0.000 0.000
H 1.657 -0.709 -2.047 0.003 0.005 0.004
H -0.393 -0.373 -0.725 0.015 -0.009 0.020
H -4.796 3.184 0.499 -0.001 -0.001 0.000
H -6.652 3.825 -0.974 0.000 0.000 0.001
H -6.437 3.579 -3.426 0.000 0.000 0.000
H -4.342 2.688 -4.392 0.001 0.000 0.000
H -2.474 2.052 -2.921 0.001 0.001 0.000
H -3.318 -0.408 -1.059 -0.001 0.000 -0.001
H -4.035 -2.602 -0.213 0.000 0.000 0.001
H -3.788 -3.148 2.191 0.002 0.002 -0.001
H -2.772 -1.493 3.726 0.000 0.000 0.000
H -1.969 0.671 2.857 0.006 0.003 0.005
```
Positions in Å, forces in eV/Å.

Results
Highest occupied orbital energy, eV: -8.05
Kohn-Sham gap, eV: 7.120
LUMO level, Ha: -0.034
Strongest force on any atom, hartree/bohr: 0.002
2S+1: 1
Molecular weight, g mol⁻¹: 722.13
Energy, Ha: -4264.1947

=====

Which of these has the highest Kohn-Sham gap?
C5H12OSi

=====

Which of these has the highest strongest force on any atom?
C16H48N4O6

=====

The lowest LUMO level belongs to which entry?
C33H25AgGeN4O2S